## one
This record from OMol25 describes C10H14N4O5 as an isolated structure. The level of theory is wB97M-V/def2-TZVPD.

## Properties
- lowest unoccupied orbital energy (eV) = 0.3683
- HOMO (eV) = -9.080

```
! wB97M-V def2-TZVPD RIJCOSX def2/J DEFGRID3
* xyz 0 1
C -0.534 0.640 0.332
C 0.360 -0.123 -0.676
C 0.243 1.444 1.342
C -0.465 2.126 2.428
C 0.184 2.772 3.506
C -2.035 3.017 3.478
C 0.965 -2.379 -1.432
C 2.364 -2.118 -2.165
C 0.020 -2.799 -2.656
C -0.488 -1.688 -3.426
H -1.049 -0.664 1.997
H -2.264 -0.086 1.219
H -1.110 1.132 -0.333
H 0.805 2.222 0.720
H 0.972 0.542 1.640
H 1.227 2.696 3.844
H -3.112 3.341 3.816
H -0.844 3.876 5.035
H -0.315 -1.691 0.243
H 0.951 -3.399 -0.968
H 0.618 -3.485 -3.251
H -0.911 -3.287 -2.335
H 0.177 0.093 -3.723
H 2.089 -0.305 -1.968
N -1.336 -0.324 1.061
N -1.789 2.307 2.351
N -0.928 3.575 4.044
N 0.336 -1.439 -0.513
O 1.128 0.410 -1.464
O 2.976 -3.101 -2.587
O -1.646 -1.577 -3.793
O 0.512 -0.813 -3.733
O 2.898 -0.917 -2.036
*
```


## two
This record from OMol25 describes an isolated molecule of C10H14N4O5. The level of theory is wB97M-V/def2-TZVPD.

## Properties
- lowest unoccupied orbital energy (eV) = 0.5375
- HOMO (eV) = -8.512
- structure (SMILES) = N[C@@H](Cc1c[nH]cn1)C(=O)N[C@@H](CC(=O)O)C(=O)O

```
! wB97M-V def2-TZVPD RIJCOSX def2/J DEFGRID3
* xyz 0 1
N -0.449 -2.745 -1.220
C -0.925 -1.392 -0.982
C -2.392 -1.453 -0.523
C -2.980 -0.155 -0.032
C -3.170 0.342 1.215
N -4.113 1.350 1.089
C -4.363 1.502 -0.242
N -3.652 0.656 -0.965
C -0.110 -0.590 0.073
O -0.382 -0.658 1.242
N 0.908 0.159 -0.448
C 1.821 0.984 0.333
C 2.823 0.184 1.209
C 3.699 -0.653 0.326
O 3.672 -0.592 -0.893
O 4.575 -1.378 1.034
C 2.553 2.030 -0.464
O 3.724 2.339 -0.256
O 1.675 2.671 -1.285
H 0.534 -2.744 -1.507
H -0.467 -3.283 -0.368
H -0.769 -0.811 -1.890
H -3.015 -1.891 -1.288
H -2.341 -2.086 0.368
H -2.726 0.133 2.162
H -4.408 1.946 1.899
H -5.047 2.241 -0.537
H 1.022 0.219 -1.449
H 1.307 1.698 1.064
H 2.220 -0.478 1.865
H 3.387 0.918 1.832
H 5.100 -1.783 0.354
H 2.290 3.321 -1.720
*
```


Energy comparison, zero being the most stable, in hartree: one 0.0865; two 0.0000.


## one
This record from OMol25 describes a 2-piece molecular cluster, C2H5BrNO overall. The level of theory is wB97M-V/def2-TZVPD.

## Properties
- lowest unoccupied orbital energy (eV) = -5.3190
- HOMO (eV) = -13.272

```
! wB97M-V def2-TZVPD RIJCOSX def2/J DEFGRID3
* xyz 1 1
C -1.680 -1.036 0.080
C 1.555 0.126 0.139
N 1.598 1.379 -0.047
O -2.826 -1.692 0.065
Br -2.096 0.814 -0.285
H 0.615 -0.416 0.220
H 2.501 -0.254 0.247
H 2.571 1.827 -0.122
H -2.979 -2.651 0.111
H 0.740 1.904 -0.408
*
```


## two
This record from OMol25 describes C2H5BrNO as an isolated structure. The level of theory is wB97M-V/def2-TZVPD.

## Properties
- lowest unoccupied orbital energy (eV) = -4.4657
- HOMO (eV) = -14.849

```
! wB97M-V def2-TZVPD RIJCOSX def2/J DEFGRID3
* xyz 1 1
C -0.247 -0.921 1.797
C -0.085 -0.784 0.270
N -0.224 0.615 -0.108
O -0.262 -0.034 2.563
Br -0.375 -2.790 2.421
H -0.797 -1.518 -0.144
H 1.273 -1.131 0.246
H 0.395 0.999 -0.851
H -0.094 1.176 0.672
H -1.090 0.903 -0.396
*
```


Energy comparison, zero being the most stable, in hartree: one 0.0590; two 0.0000.


## one
This record from OMol25 describes an isolated ion of composition C10H20N3 and charge +1. The level of theory is wB97M-V/def2-TZVPD.

## Properties
- lowest unoccupied orbital energy (spin up / spin down) (eV) = -3.3567 / -3.3574
- HOMO (spin up / spin down) (eV) = -10.875 / -10.873

```
! wB97M-V def2-TZVPD RIJCOSX def2/J DEFGRID3
* xyz 1 1
C -1.413 0.808 -0.129
C 2.987 -1.487 -0.498
C 0.608 2.271 -0.204
C 1.407 -1.306 -0.183
C 3.566 -0.297 0.326
C 1.985 1.601 -0.447
C -2.143 -0.755 1.450
C -2.493 -1.153 -1.168
C -3.749 0.706 0.127
C -2.496 -0.156 0.074
N -0.313 1.156 -0.024
N 1.256 -0.314 0.832
N 2.332 0.575 0.633
H 3.463 -2.330 -0.131
H 3.130 -1.417 -1.507
H 0.361 2.796 0.740
H 0.436 2.791 -1.046
H 0.974 -1.247 -1.188
H 0.950 -2.288 0.370
H 3.768 -0.597 1.253
H 4.317 0.148 -0.216
H 1.982 1.136 -1.336
H 2.600 2.473 -0.630
H -2.731 -0.154 2.285
H -2.319 -1.874 1.366
H -1.095 -0.676 1.589
H -3.182 -1.919 -0.779
H -1.468 -1.552 -1.556
H -2.915 -0.801 -2.114
H -3.766 1.262 -0.695
H -3.723 1.327 0.937
H -4.713 0.090 0.348
H 2.397 1.178 1.519
*
```


## two
This record from OMol25 describes an isolated ion of composition C10H20N3 and charge +1. The level of theory is wB97M-V/def2-TZVPD.

## Properties
- lowest unoccupied orbital energy (eV) = -2.5307
- HOMO (eV) = -12.915
- structure (SMILES) = C=C1CC[C@@H](C[NH2+]/C=N/N)C1(C)C

```
! wB97M-V def2-TZVPD RIJCOSX def2/J DEFGRID3
* xyz 1 1
C 0.540 -1.452 -1.864
C 0.927 -0.419 -1.111
C 1.390 0.851 -1.665
C 1.416 1.797 -0.407
C 0.629 1.126 0.683
C -0.869 1.427 0.604
N -1.418 0.825 -0.672
C -2.499 -0.160 -0.563
N -3.324 0.153 0.339
N -4.180 -0.683 0.787
C 0.886 -0.399 0.413
C 2.258 -0.704 0.954
C -0.153 -1.352 1.127
H 0.250 -2.294 -1.232
H 0.597 -1.522 -2.932
H 0.602 1.195 -2.249
H 2.368 0.780 -2.179
H 2.435 2.086 -0.129
H 0.981 2.745 -0.648
H 1.140 1.305 1.602
H -1.343 1.042 1.417
H -0.912 2.560 0.507
H -1.689 1.647 -1.184
H -0.582 0.342 -1.295
H -2.372 -1.066 -1.048
H -4.270 -1.640 0.466
H -4.677 -0.377 1.584
H 2.655 -1.486 0.390
H 2.095 -0.949 1.957
H 3.010 0.074 0.857
H 0.464 -2.331 1.039
H -0.973 -1.536 0.491
H -0.366 -1.054 2.153
*
```


Energy comparison, zero being the most stable, in hartree: one 0.1170; two 0.0000.


## one
This record from OMol25 describes an isolated molecule of C10H9IN2. The level of theory is wB97M-V/def2-TZVPD.

## Properties
- lowest unoccupied orbital energy (spin up / spin down) (eV) = -1.8767 / -1.8772
- HOMO (spin up / spin down) (eV) = -7.791 / -7.795

```
! wB97M-V def2-TZVPD RIJCOSX def2/J DEFGRID3
* xyz 0 1
C 2.224 1.399 0.710
C 2.651 0.367 -0.111
C 0.881 1.538 1.009
C 1.775 -0.621 -0.524
C 0.001 0.592 0.583
C 0.501 -0.537 -0.139
C -1.391 0.803 0.990
C -0.629 -1.509 -0.617
C -2.047 1.899 0.489
C -0.411 -2.250 -1.954
N -1.672 -1.753 -0.012
N -1.799 -0.162 1.812
I -3.782 -0.448 2.200
H 2.936 2.012 1.123
H 3.670 0.134 -0.209
H 0.441 2.458 1.591
H 2.281 -1.349 -1.201
H -2.910 2.164 1.025
H -1.518 2.638 0.052
H -0.354 -3.231 -1.711
H 0.429 -1.867 -2.500
H -1.277 -2.277 -2.604
*
```


## two
This record from OMol25 describes an isolated molecule of C10H9IN2. The level of theory is wB97M-V/def2-TZVPD.

## Properties
- lowest unoccupied orbital energy (eV) = -0.3116
- HOMO (eV) = -8.915
- structure (SMILES) = CC1=NC/C(=N\I)c2ccccc21

```
! wB97M-V def2-TZVPD RIJCOSX def2/J DEFGRID3
* xyz 0 1
C 2.439 -0.251 0.020
C 1.230 0.660 -0.242
N 1.304 1.813 -0.752
C 0.081 2.391 -1.198
C -0.734 1.313 -1.840
N -0.837 1.166 -3.064
I -0.068 2.590 -4.458
C -1.103 0.268 -0.909
C -2.359 -0.276 -0.821
C -2.694 -1.140 0.230
C -1.684 -1.609 1.057
C -0.353 -1.105 0.902
C -0.082 -0.111 -0.049
H 3.292 0.125 0.498
H 2.575 -0.611 -1.113
H 2.169 -1.116 0.593
H 0.214 3.256 -1.898
H -0.444 2.911 -0.298
H -3.032 -0.150 -1.683
H -3.735 -1.399 0.322
H -1.866 -2.253 1.938
H 0.290 -1.734 1.477
*
```


Energy comparison, zero being the most stable, in hartree: one 0.1319; two 0.0000.


## one
This record from OMol25 describes a 6-piece molecular cluster, C30H55ClN10 overall. The level of theory is wB97M-V/def2-TZVPD.

## Properties
- lowest unoccupied orbital energy (eV) = -7.4164
- HOMO (eV) = -15.870

```
! wB97M-V def2-TZVPD RIJCOSX def2/J DEFGRID3
* xyz 4 1
C 5.529 -0.694 -6.530
C 4.555 0.455 -6.640
N 3.975 0.766 -5.215
C 2.913 0.101 -4.644
C 2.637 0.745 -3.455
N 3.549 1.753 -3.294
C 4.330 1.706 -4.353
C 3.790 2.613 -2.122
H 6.474 -0.412 -6.064
H 5.759 -1.264 -7.433
H 5.087 -1.526 -5.980
H 3.769 0.292 -7.335
H 5.024 1.410 -6.943
H 2.419 -0.742 -5.108
H 1.859 0.474 -2.748
H 5.121 2.380 -4.584
H 2.869 3.214 -1.962
H 4.696 3.184 -2.384
H 4.052 2.019 -1.279
C -0.416 -5.263 -3.063
C 0.197 -4.437 -1.975
N 1.578 -4.814 -1.637
C 2.474 -3.962 -1.036
C 3.662 -4.638 -1.055
N 3.531 -5.808 -1.694
C 2.231 -5.869 -2.027
C 4.482 -6.903 -1.887
H -0.484 -6.343 -2.968
H 0.065 -4.981 -4.025
H -1.422 -4.908 -3.114
H -0.375 -4.613 -1.060
H 0.253 -3.340 -2.203
H 2.244 -3.010 -0.555
H 4.562 -4.318 -0.534
H 1.729 -6.690 -2.508
H 4.883 -6.778 -2.897
H 3.884 -7.835 -1.854
H 5.215 -6.997 -1.074
C -6.746 0.761 5.041
C -5.334 0.409 5.407
N -4.478 -0.004 4.218
C -4.080 0.759 3.126
C -3.310 -0.063 2.343
N -3.272 -1.240 2.981
C -3.982 -1.185 4.124
C -2.549 -2.453 2.486
H -7.255 1.020 5.969
H -7.438 -0.014 4.715
H -6.856 1.652 4.444
H -5.239 -0.304 6.224
H -4.948 1.286 5.854
H -4.366 1.766 3.086
H -2.700 0.073 1.497
H -4.155 -1.960 4.856
H -1.617 -2.489 3.086
H -2.436 -2.379 1.397
H -3.114 -3.311 2.672
C -2.159 4.248 -3.423
C -2.489 2.886 -4.056
N -3.682 2.357 -3.390
C -4.901 2.910 -3.471
C -5.722 2.246 -2.640
N -5.003 1.212 -2.167
C -3.818 1.249 -2.737
C -5.550 0.152 -1.303
H -3.121 4.777 -3.270
H -1.586 4.859 -4.129
H -1.556 4.194 -2.527
H -1.691 2.117 -3.933
H -2.737 2.980 -5.139
H -5.205 3.736 -4.065
H -6.744 2.388 -2.316
H -3.068 0.527 -2.580
H -5.070 0.173 -0.327
H -5.386 -0.841 -1.723
H -6.598 0.272 -1.234
C 0.132 4.086 6.529
C 1.473 4.604 5.973
N 2.368 3.387 5.661
C 3.312 2.947 6.600
C 3.793 1.754 6.205
N 3.193 1.474 5.014
C 2.369 2.443 4.723
C 3.544 0.289 4.183
H -0.533 4.902 6.838
H 0.257 3.556 7.511
H -0.267 3.335 5.848
H 2.046 5.187 6.679
H 1.320 5.135 5.063
H 3.546 3.497 7.500
H 4.602 1.154 6.601
H 1.840 2.544 3.797
H 2.708 0.243 3.488
H 3.607 -0.477 4.916
H 4.482 0.515 3.652
Cl -0.533 -0.309 -0.631
*
```


## two
This record from OMol25 describes a 6-piece molecular cluster, C30H55ClN10 overall. The level of theory is wB97M-V/def2-TZVPD.

## Properties
- lowest unoccupied orbital energy (eV) = -8.0769
- HOMO (eV) = -17.353

```
! wB97M-V def2-TZVPD RIJCOSX def2/J DEFGRID3
* xyz 4 1
C -0.103 -1.245 -3.344
C -0.356 -2.499 -2.483
N -1.411 -3.274 -3.142
C -2.706 -3.315 -2.705
C -3.377 -4.154 -3.542
N -2.439 -4.739 -4.362
C -1.251 -4.181 -4.113
C -2.752 -5.885 -5.247
H 0.310 -1.436 -4.336
H 0.677 -0.628 -2.895
H -1.060 -0.735 -3.445
H -0.592 -2.143 -1.478
H 0.584 -3.035 -2.352
H -3.000 -2.779 -1.819
H -4.441 -4.320 -3.524
H -0.371 -4.450 -4.673
H -2.428 -5.671 -6.264
H -3.828 -6.007 -5.288
H -2.213 -6.728 -4.826
C 3.134 -1.352 -0.982
C 3.543 -1.890 0.395
N 4.227 -0.893 1.181
C 3.733 0.360 1.503
C 4.675 1.057 2.158
N 5.807 0.283 2.160
C 5.511 -0.901 1.613
C 7.095 0.691 2.687
H 2.747 -2.100 -1.671
H 3.999 -0.907 -1.478
H 2.383 -0.559 -0.965
H 4.228 -2.718 0.211
H 2.735 -2.306 0.995
H 2.776 0.656 1.100
H 4.674 2.093 2.452
H 6.386 -1.451 1.292
H 7.399 1.589 2.155
H 7.820 -0.075 2.399
H 7.126 0.697 3.773
C 1.353 3.258 1.745
C -0.142 3.208 1.565
N -0.857 3.942 2.623
C -0.768 3.709 3.980
C -1.657 4.587 4.549
N -2.117 5.434 3.579
C -1.683 4.953 2.407
C -3.089 6.499 3.744
H 1.886 2.888 0.871
H 1.710 2.650 2.579
H 1.651 4.289 1.941
H -0.618 2.239 1.372
H -0.358 3.637 0.580
H -0.200 2.862 4.318
H -2.020 4.718 5.556
H -1.992 5.387 1.470
H -3.442 6.859 2.783
H -2.633 7.318 4.299
H -3.903 6.100 4.348
C -0.236 -6.491 1.001
C -1.193 -5.480 0.314
N -2.021 -4.826 1.301
C -3.167 -5.329 1.840
C -3.680 -4.459 2.742
N -2.749 -3.416 2.782
C -1.843 -3.602 1.836
C -2.851 -2.322 3.727
H 0.574 -5.910 1.440
H 0.138 -7.197 0.264
H -0.698 -7.058 1.807
H -1.781 -5.952 -0.478
H -0.618 -4.828 -0.348
H -3.564 -6.290 1.553
H -4.551 -4.459 3.372
H -1.064 -2.911 1.538
H -3.881 -1.973 3.753
H -2.284 -1.472 3.341
H -2.469 -2.544 4.720
C 2.006 6.054 -2.651
C 0.491 5.825 -2.815
N 0.064 4.561 -2.202
C 0.824 3.430 -2.066
C 0.033 2.343 -1.859
N -1.252 2.864 -1.878
C -1.214 4.187 -2.042
C -2.459 2.079 -1.728
H 2.560 5.639 -3.492
H 2.352 5.631 -1.707
H 2.287 7.105 -2.608
H 0.211 5.768 -3.862
H 0.073 6.637 -2.222
H 1.891 3.440 -2.210
H 0.203 1.287 -1.735
H -2.001 4.916 -2.158
H -3.189 2.396 -2.474
H -2.892 1.988 -0.735
H -2.265 1.048 -2.030
Cl -0.141 -0.268 0.514
*
```


Energy comparison, zero being the most stable, in hartree: one 0.0040; two 0.0000.


## one
This record from OMol25 describes an isolated ion of composition C4H7N2OS and charge +1. The level of theory is wB97M-V/def2-TZVPD.

## Properties
- lowest unoccupied orbital energy (eV) = -3.9105
- HOMO (eV) = -13.481
- structure (SMILES) = CC1=[NH+][C@@]2(CO2)SN1

```
! wB97M-V def2-TZVPD RIJCOSX def2/J DEFGRID3
* xyz 1 1
C -1.768 0.514 0.484
C -0.377 0.606 0.104
N 0.381 -0.300 -0.498
C 1.765 -0.043 -0.242
C 2.847 -1.064 -0.456
O 2.365 -1.051 0.874
S 1.925 1.602 0.105
N 0.269 1.727 0.288
H -1.914 -0.036 1.477
H -2.337 0.032 -0.343
H -2.187 1.570 0.676
H 0.136 -1.282 -0.694
H 2.777 -2.076 -1.060
H 3.825 -0.538 -0.482
H -0.245 2.441 0.878
*
```


## two
This record from OMol25 describes a 2-piece molecular cluster, C4H7N2OS overall. The level of theory is wB97M-V/def2-TZVPD.

## Properties
- lowest unoccupied orbital energy (eV) = -6.2546
- HOMO (eV) = -11.718

```
! wB97M-V def2-TZVPD RIJCOSX def2/J DEFGRID3
* xyz 1 1
C -0.490 0.693 1.186
C -0.849 2.906 0.534
C -0.908 1.578 0.105
C 0.951 -1.994 -0.794
N -0.027 1.348 2.194
N 1.373 -3.224 -0.812
O -1.287 1.092 -1.095
S -0.171 2.994 2.130
H -0.331 -0.391 1.268
H -1.200 3.745 0.127
H 0.596 -1.552 -1.773
H 0.680 -1.497 0.170
H -1.813 1.750 -1.558
H 1.520 -3.835 -1.579
H 1.956 -3.611 -0.103
*
```


Energy comparison, zero being the most stable, in hartree: one 0.0000; two 0.0120.